{"formula": "C22H29BrN8O2PSV", "method": "the ωB97M-V functional and the def2-TZVPD basis", "elements": ["N", "V", "H", "H", "H", "O", "C", "C", "C", "H", "H", "H", "H", "C", "C", "H", "C", "H", "C", "H", "C", "N", "H", "H", "H", "N", "H", "C", "P", "C", "H", "H", "H", "C", "N", "H", "H", "H", "O", "H", "H", "C", "C", "Br", "C", "C", "N", "C", "H", "C", "C", "H", "H", "S", "C", "H", "H", "N", "N", "H", "C", "N", "C", "H", "C"], "xyz": [[-0.52, -1.11, -0.02], [0.06, 0.83, -0.57], [2.07, -1.45, 0.34], [0.35, 3.70, 4.15], [1.81, -2.26, -3.67], [-0.45, 1.90, 3.68], [1.45, 0.04, 3.82], [1.58, -2.31, -0.09], [1.69, -4.56, -0.93], [-1.48, -3.38, -1.12], [2.92, -0.64, -3.02], [0.30, -2.30, -4.56], [-4.02, 3.40, 1.61], [3.09, 1.00, -1.78], [-1.87, -0.77, -4.12], [1.31, -0.86, 3.22], [-2.52, 1.21, -2.38], [1.22, 0.13, 5.94], [-4.23, 1.26, 1.78], [1.48, -1.06, -4.95], [-1.66, -1.19, 0.54], [1.34, 3.95, 3.97], [-2.09, -2.15, 0.82], [-1.58, -1.54, -4.82], [1.83, 3.95, 4.87], [-1.79, 1.18, 0.45], [-0.16, -5.40, -1.62], [0.43, -0.71, -3.13], [0.75, 1.48, 2.89], [2.32, -3.45, -0.38], [-0.16, 0.50, 5.06], [3.38, -3.49, -0.17], [-3.81, -0.48, -5.00], [0.21, -2.30, -0.34], [0.67, -0.12, 5.11], [4.91, 0.63, -2.65], [-5.18, 1.29, 2.28], [-4.09, -0.90, 1.77], [0.67, 1.08, 1.44], [-4.37, 1.39, -3.44], [4.83, 2.01, -1.62], [1.90, 2.94, 3.00], [-0.42, -3.40, -0.89], [2.68, -6.09, -1.34], [-3.62, 0.04, 1.49], [-3.43, 0.86, -3.37], [4.36, 1.21, -2.02], [-1.00, -0.33, -3.14], [2.51, 0.13, 4.05], [-2.36, 2.35, 0.75], [-3.58, 2.43, 1.41], [2.92, 2.69, 3.29], [-2.76, 2.00, -1.69], [2.19, 2.01, -0.73], [-3.12, -0.17, -4.23], [1.94, 3.41, 2.02], [-1.85, 3.25, 0.43], [-1.33, 0.63, -2.24], [2.48, -0.08, -2.30], [0.36, -1.09, 5.26], [1.04, -1.63, -4.13], [1.10, -0.07, -2.24], [0.32, -4.54, -1.19], [1.38, 4.90, 3.61], [-2.40, 0.04, 0.83]], "mol_weight_g_mol": 631.42, "charge": 4, "homo_ev": [-17.913, -17.915], "spin_multiplicity": 3, "s2": 2.02}

---

{"formula": "C22H29Cl3N2NdO4", "method": "the ωB97M-V functional and the def2-TZVPD basis", "elements": ["C", "C", "H", "Nd", "N", "Cl", "H", "C", "H", "C", "H", "C", "H", "H", "H", "C", "H", "C", "H", "Cl", "H", "C", "C", "H", "O", "N", "O", "H", "C", "H", "C", "H", "H", "Cl", "H", "C", "C", "C", "H", "H", "H", "C", "H", "H", "C", "H", "C", "O", "C", "H", "C", "O", "H", "H", "C", "C", "H", "H", "H", "C", "H"], "xyz": [[-1.67, -0.08, -1.34], [0.47, -3.42, 2.86], [-2.06, -3.38, -2.03], [-0.78, -0.18, 0.83], [-0.25, -2.54, 0.70], [-2.83, 1.25, 4.86], [-1.04, -3.27, -4.00], [0.46, -4.74, 0.67], [2.42, 3.93, 2.29], [-0.41, -0.01, -3.80], [0.48, 2.94, -3.30], [-1.47, 1.16, -1.97], [-2.36, 3.15, -1.82], [1.36, -5.20, 0.27], [0.22, -2.44, -4.84], [0.74, -3.41, 1.36], [-1.60, -0.78, 3.62], [-1.86, 2.40, -1.20], [2.88, 2.55, -0.61], [1.30, -0.37, -0.64], [-1.16, -0.41, 5.31], [-1.45, -1.29, -2.04], [-1.81, -2.59, -1.32], [-0.06, -5.42, 1.34], [0.33, -0.07, 3.04], [0.31, 2.43, 0.08], [-0.70, 4.38, -0.32], [-0.07, 2.48, -4.85], [1.78, 3.11, 1.95], [2.37, -2.92, 0.03], [-0.78, -3.14, -0.33], [0.24, 0.01, -4.70], [0.52, -2.40, 3.28], [-2.93, -1.70, 3.52], [-1.16, 3.26, -3.76], [2.44, 3.54, -0.42], [1.28, 3.45, 0.55], [-0.72, 0.64, 3.35], [2.11, 3.98, -1.37], [-2.68, -2.33, -0.70], [1.23, -4.05, 3.34], [0.46, 4.73, 0.50], [0.12, 5.03, 1.50], [3.21, 4.21, 0.00], [-0.70, 3.05, -0.46], [2.83, -3.69, 1.57], [-0.38, 2.50, -3.80], [-1.21, 1.50, 2.50], [-1.50, 0.15, 4.45], [-2.55, 2.03, -0.41], [2.16, -2.96, 1.11], [-0.40, -4.40, -0.47], [-0.52, -3.83, 3.05], [2.37, -1.97, 1.54], [-0.74, -1.24, -3.25], [-0.26, -2.53, -3.86], [0.49, -3.01, -3.23], [2.37, 2.19, 1.95], [0.98, 5.57, 0.02], [-0.77, 1.18, -3.20], [0.93, 3.01, 2.63]], "mol_weight_g_mol": 636.08, "charge": -1, "homo_ev": [-4.156, -4.159], "spin_multiplicity": 4, "s2": 3.75}

---

It is found that the F_max values, taken in the order of the records, are 0.1 4.0 eV/A.